[1]
9 unconnected molecules or ions with the total composition C33H60F30N9O23S10 at a distorted geometry, computed with ωB97M-V with the def2-TZVPD basis set.

Last column: Löwdin charge in e.
Element x y z (Å)
F -13.74338 30.08180 8.11333  0.11
C -9.12484 35.81157 4.37442  -0.59
O -6.39867 28.02698 6.65818  -0.29
H -11.00355 26.83391 4.98719  0.11
H -4.22559 26.38288 8.49206  0.10
O 0.42484 25.04897 8.37571  -0.04
H -12.46045 28.92665 1.76039  0.11
S -3.59162 21.63887 6.40802  0.75
H -9.00783 24.18224 12.51329  0.12
O -5.54837 30.10923 11.77708  -0.31
C -7.01520 27.92514 11.28019  -0.66
F -14.05468 25.62310 6.47381  0.08
H -9.24210 30.85686 2.60620  0.10
H -3.25784 28.50420 7.68791  0.10
O -6.27657 20.01709 -0.11198  -0.06
H -8.45071 20.61949 9.27113  0.08
N -7.49206 26.60906 4.85134  -0.31
F -4.90925 24.79126 2.33088  0.12
H -11.04196 31.01218 2.61500  0.10
H -2.31986 27.67302 9.81088  0.09
C -3.55528 25.87171 7.80106  0.03
O -12.75629 27.95164 10.15675  -0.28
F -9.26817 32.47067 8.97542  0.08
H -10.89641 22.88721 7.25868  0.10
C -2.63583 27.20007 14.12358  -0.54
H -7.53688 23.03242 10.58114  0.14
H 0.75150 24.27146 8.83435  0.11
H -3.93702 25.81426 6.78171  0.06
F -4.55612 22.58156 4.06508  0.11
C -10.70908 24.13333 11.11680  -0.09
O -12.18511 26.55522 8.18388  -0.36
F -7.74458 28.73773 10.51750  0.12
H -9.13182 23.45364 2.30954  0.08
C -10.17314 30.60292 2.09948  0.03
O -3.41725 22.13052 7.77427  -0.31
H -10.27825 22.96400 1.11500  0.10
O -4.80195 26.61777 4.70759  -0.32
O -4.80785 28.79108 9.79803  -0.34
S -14.85713 25.76674 9.02392  0.59
O -2.30862 21.39513 5.62106  -0.35
C -8.99927 23.07250 8.39500  -0.08
S -6.04810 26.75009 3.94650  0.72
H -9.78364 21.55182 7.19990  0.08
F -6.97781 26.70201 10.83031  0.14
C -1.73355 26.99313 9.19276  0.04
O -10.47348 33.32407 3.88284  -0.35
F -7.58579 18.61245 8.02940  0.06
H -10.28315 21.07878 -0.12290  0.10
F -9.15154 36.31302 3.13943  0.13
H -8.90861 27.50033 1.42589  0.08
C -7.92683 20.74433 2.36420  0.01
S -5.29646 19.95733 7.44075  0.49
C -8.57122 22.93668 10.91139  -0.11
O -9.77044 26.13222 3.44624  -0.12
N -8.58471 21.51101 1.22167  -0.27
S -13.03097 27.60326 8.78604  0.70
F -5.68171 23.20441 5.84313  0.12
H -2.71114 27.78573 6.05595  0.10
F -7.43446 27.94915 12.56757  0.12
H -0.78448 27.51550 9.07233  0.10
H -1.62203 26.02490 9.68081  0.10
H -9.88299 24.01476 5.49016  0.05
H -11.13479 21.95516 10.89301  0.12
H -8.76178 20.56471 3.04146  0.10
F -9.05250 30.43342 8.31503  0.12
C -11.50254 28.64118 1.32564  0.01
H -9.07849 29.02768 0.48357  0.09
F -13.42727 23.84932 7.61586  0.10
C -10.39892 28.55603 3.65568  -0.04
F -8.03113 36.34908 4.99245  0.10
O -5.80939 21.04269 8.22854  -0.33
C -6.89906 19.04349 6.88749  -0.66
O -13.97071 25.30553 10.13146  -0.37
F -6.90180 24.16946 3.28454  0.07
H -8.09537 28.97286 1.99145  0.09
O -8.36859 31.14407 5.33269  -0.33
H -7.30949 23.20079 0.83830  0.10
H -10.23629 20.65155 8.98257  0.09
F -3.36881 26.05244 14.29800  0.10
H -7.48375 19.83300 1.96264  0.10
C -9.44134 20.60377 0.38091  -0.02
C -8.97449 28.58723 1.47517  0.02
C -6.07986 21.39480 0.30036  -0.19
C -9.42397 20.92305 9.65677  0.01
H -9.46828 28.79472 4.17049  0.12
C -9.31151 23.13849 5.79623  -0.05
C -12.78921 29.19822 7.74084  -0.62
H -8.84974 20.02049 -0.32470  0.10
F -2.06576 27.81134 15.19451  0.11
C -9.83549 22.64044 7.21811  -0.18
C -8.66348 31.66966 8.03833  -0.57
C -2.47784 28.02989 7.09231  0.03
F -1.70823 26.89496 13.16292  0.07
C -6.14159 25.19459 2.75705  -0.51
O -6.55135 25.49517 6.84810  -0.32
H -11.20368 23.99031 12.07754  0.12
H -1.26072 24.08804 7.90271  0.11
H -11.10256 29.15271 4.23616  0.13
H -3.37807 24.88301 8.22434  0.09
H -11.51624 27.55280 1.26788  0.09
H -9.56141 20.44868 10.62846  0.10
H -8.65085 25.05131 11.04412  0.10
C -14.39805 24.74551 7.42998  -0.64
H -9.87824 19.75398 0.90538  0.11
C -10.94863 22.82324 10.26065  -0.01
N -10.27371 29.04579 2.19219  -0.27
S -9.10490 32.10817 6.14316  0.48
H -11.48710 22.81381 9.31299  0.11
F -9.32721 28.21275 6.95428  0.11
C -1.13094 26.02380 6.84722  -0.06
H -11.61865 26.57119 3.58773  0.11
H -1.65957 25.74715 5.93502  0.12
O -2.79537 29.64494 12.82735  -0.33
H -9.53907 22.38344 5.04376  0.04
S -9.14142 33.77990 4.37644  0.73
H -0.11708 24.13736 6.58824  0.12
F -11.65497 29.79260 7.99955  0.17
F -3.61314 24.01872 5.38103  0.10
F -8.68105 26.95262 8.54406  0.15
C -8.78284 26.99664 7.23355  -0.56
N -14.72927 27.24485 8.55488  -0.30
H -10.15970 21.98303 2.56155  0.10
N -9.48441 22.47355 9.76791  -0.22
O -6.15550 27.94059 3.12356  -0.28
H -11.42505 29.04526 0.31627  0.09
H -8.62662 22.21470 11.72612  0.13
H -11.06385 25.01582 10.58440  0.11
S -5.28620 28.80537 11.17798  0.53
F -6.74406 17.99691 6.12943  0.15
H -8.26134 23.41987 5.71827  0.06
C -0.49461 24.70783 7.43684  -0.26
H -9.12350 24.14210 8.56418  0.12
O -4.49392 19.00246 8.22869  -0.31
N -8.68130 33.56770 6.07247  -0.26
H -7.06632 21.17880 2.87299  0.11
C -9.57769 22.57069 1.85162  0.04
C -7.41604 22.21957 0.37577  -0.02
F -7.36170 31.83083 8.35956  0.11
F -10.22386 36.17675 5.04460  0.12
H -0.32206 26.71207 6.60206  0.13
O -10.51266 31.80842 6.12676  -0.33
O -16.22971 25.34515 9.45174  -0.35
F -7.73974 19.76413 6.21169  0.13
H -1.51233 28.52224 7.20838  0.10
H -5.66888 21.43061 1.30928  0.10
C -4.46586 22.96866 5.34513  -0.63
F -12.96592 28.95867 6.41008  0.10
S -7.08404 26.74282 6.30920  0.59
N -4.68075 20.29935 6.12347  -0.30
O -4.76408 29.12152 14.20644  -0.33
N -4.45739 27.75749 11.95273  -0.32
H -5.39569 19.69301 -0.31355  0.10
F -15.43510 24.03051 6.96117  0.10
F -6.82527 25.63683 1.64873  0.07
N -2.23566 26.66314 7.74410  -0.29
S -3.73838 28.63214 13.28141  0.69
H -5.30553 21.92933 -0.24989  0.13
H -7.92852 22.89021 8.30355  0.13
H -10.23257 30.92965 1.06130  0.10
H -7.80356 22.41348 -0.62439  0.13
C -9.19959 24.19694 11.44039  -0.15
H -8.99070 26.22477 3.99854  -0.01
O -8.08011 33.32640 3.44723  -0.36
F -9.67089 25.98515 6.90112  0.06
C -10.72134 27.06540 3.96012  -0.21

## Properties
LUMO energy   0.2 eV
Net charge   -1
HOMO energy   -0.2400 Eh
2S+1   1
Molar mass   1841.49 Da
DFT total energy   -10494.12137 hartree
Energy above the lowest of the compared OMol25 structures with the same formula, charge and spin   5.594 eV

[2]
3 unconnected molecules or ions with the total composition C33H60IN4O9P2S2 at a distorted geometry, computed with ωB97M-V with the def2-TZVPD basis set.

Last column: Löwdin charge in e.
Element x y z (Å)
C -2.10982 -1.72124 0.46205  -0.11
O 3.04056 -0.89068 -4.44914  -0.29
C 3.19838 6.02021 -2.50234  -0.71
H -7.95631 -3.00558 8.01422  0.09
H -0.37826 -3.70021 -0.32334  0.12
H -3.93779 1.87216 2.15873  0.10
O 1.45451 5.44359 1.77909  -0.40
H 5.76798 -1.13664 -1.73875  0.10
H -0.22370 0.92876 -4.51190  0.10
O -5.02545 0.76566 -0.10321  -0.01
C 1.46752 4.50349 -1.25443  -0.31
I 2.40550 7.28042 -4.03956  0.69
O 2.66531 1.56429 0.50324  -0.38
H 2.49547 2.43264 -1.46264  0.04
H 3.96372 -3.35119 -0.58944  0.12
H 1.17157 1.07985 -2.60396  0.10
H 4.22707 -0.66238 0.45402  0.11
C -2.38804 -4.44656 -2.92889  -0.11
C -3.31470 -2.66734 -1.56843  -0.05
H -0.10367 -1.95746 -5.04642  0.10
C -0.75322 0.50134 0.28634  -0.10
S 1.89800 -0.70259 -5.28743  0.60
H -7.52189 0.03623 2.62999  0.08
C 1.82043 0.54131 -0.00190  -0.30
N 4.65168 4.82187 0.95168  -0.36
H -8.35645 -0.47765 8.11056  0.08
H -4.14243 -1.97311 -1.41322  0.11
C 7.46979 -4.66379 -2.62421  -0.09
H 6.78866 -2.64404 -2.84315  0.11
H -7.01994 0.55763 7.55235  0.09
H -2.46538 -5.08739 -3.80566  0.10
H -6.22252 -3.38594 7.99787  0.08
C -0.60028 -0.03774 -4.15263  -0.20
H 1.37451 4.14795 -2.29200  0.08
O -5.50829 -0.59454 5.57093  0.01
H -5.12990 -2.41523 6.37899  0.13
N 5.89321 -3.79569 -1.23664  -0.10
H 7.48948 -6.65646 -1.59220  0.08
H 5.30635 4.42749 1.62141  -0.07
C 4.06757 -0.45291 -0.61314  -0.17
H 4.48351 0.50209 -0.93754  0.09
C -6.95449 -2.59931 8.17048  -0.06
H 2.10991 3.29728 4.10098  0.05
C 0.21336 1.11886 -2.07026  -0.10
N -6.73326 -1.49092 7.26383  -0.20
H 4.14233 6.41664 -2.10347  0.04
P 2.11725 3.06878 -0.19458  0.45
P 4.27841 3.69214 -0.11774  0.65
O 1.83592 0.62896 -5.80308  -0.28
H -2.28096 -2.25596 1.40550  0.12
C 6.13294 -5.08890 -0.84829  -0.14
H 5.63207 -5.60635 -0.03423  0.11
C -6.88723 0.85689 2.96227  -0.06
C 4.94674 -2.85762 -0.62310  -0.13
C 0.41670 1.08068 -0.51001  -0.40
H 3.39449 4.19780 3.30431  0.04
C 7.07412 -5.65416 -1.64035  -0.12
C -5.83184 0.52959 0.77844  -0.36
H -1.83184 0.52730 -2.46066  0.12
H -0.22576 -1.27291 1.38744  0.11
H -7.50982 1.73484 3.15638  0.09
H -4.23576 -3.48971 -3.33045  0.10
N -5.90236 1.18545 1.94898  -0.19
H 1.49132 6.63478 -1.40811  0.06
H 2.75808 6.11036 -0.33698  0.07
C 0.38923 -1.19799 -4.42306  -0.21
H 1.61899 -0.02404 0.93201  0.14
C 2.53912 -0.53076 -0.87572  -0.12
H 4.98570 2.51604 0.25989  -0.02
C 6.70977 -3.57863 -2.29832  -0.14
C -1.24270 -3.64374 -0.98831  -0.07
O 0.25491 3.44480 2.18136  -0.42
C -0.83301 0.10152 -2.60718  -0.16
H 4.19984 -1.79046 -2.33151  0.10
C 4.80410 -1.56388 -1.44207  -0.18
C -7.60918 -0.33391 7.33355  -0.04
S 1.56790 3.99064 1.82456  0.56
H -1.54467 -0.25601 -4.67031  0.11
H 0.72270 -1.68620 -3.49848  0.10
C -0.70228 -1.04983 0.42042  -0.18
H 2.42083 -0.38051 -1.95749  0.08
H 3.22071 2.50639 2.86641  0.04
H -0.20258 2.11496 -2.27325  0.13
C -3.38358 -3.52532 -2.64859  -0.10
H -8.10401 -0.19174 6.37159  0.09
H 5.23206 -2.63058 0.41398  0.12
H -5.13675 2.69138 3.18656  0.09
C -4.95527 2.26104 2.20475  -0.03
H -0.49189 -5.21049 -2.22461  0.10
H -2.89750 -0.96011 0.29860  0.10
H 1.22407 -2.05810 -6.82430  0.08
H -5.06315 3.03155 1.44047  0.09
H 4.67562 3.96162 -1.45952  -0.04
H -1.71841 0.85563 -0.10535  0.12
H -6.58965 -0.26777 0.68029  0.13
H 2.18437 -1.53645 -0.60009  0.11
C -5.73803 -1.49558 6.35328  -0.34
O 2.08862 -1.73524 -6.53032  -0.17
H 3.46237 5.03830 -2.91345  0.02
C 2.24604 5.84230 -1.26977  -0.37
H -6.86591 -2.25153 9.20202  0.09
H -0.68152 0.91691 1.30353  0.13
H 8.19653 -4.73974 -3.42121  0.08
C 2.65270 3.39665 3.15455  -0.20
H 0.43834 4.71834 -0.93215  0.08
O 0.51567 2.48531 -0.20970  -0.32
H -0.05908 -1.45661 -0.36635  0.07
H -0.72281 -0.91005 -2.20397  0.08
C -1.30595 -4.50208 -2.06546  -0.10
H -6.37553 0.56475 3.87989  0.06
C -2.21980 -2.69589 -0.71374  -0.24

## Properties
LUMO energy   1.6 eV
Net charge   -1
HOMO energy   -0.1699 Eh
2S+1   1
Molar mass   909.85 Da
DFT total energy   -3966.31154 hartree